# 1
Density functional theory data (ωB97M-V/def2-TZVPD) for a cluster of 9 separate species, C35H64FN3O18 in total.

```
121
Properties=species:S:1:pos:R:3:mulliken_charge:R:1
C 4.412 0.449 -3.385 -1.3036
C 2.944 0.512 -3.776 0.6084
C 2.508 1.965 -3.946 1.0625
C 3.316 2.679 -4.929 -0.0423
N 4.036 3.149 -5.693 -0.5337
H 5.047 0.876 -4.156 0.4809
H 4.758 -0.593 -3.299 0.3150
H 4.545 0.881 -2.401 0.2203
H 2.321 -0.001 -3.029 -0.7242
H 2.756 -0.066 -4.694 0.4619
H 2.526 2.515 -3.000 -0.4210
H 1.422 2.044 -4.147 -0.0344
C -1.139 -3.620 0.263 -0.4415
C -2.142 -4.111 -0.770 -0.9936
C -3.456 -3.321 -0.668 0.6196
C -4.168 -3.518 0.644 0.0155
N -4.703 -3.659 1.655 -0.5377
H -0.968 -2.551 0.234 -0.1156
H -0.148 -4.009 0.058 0.2285
H -1.470 -3.929 1.248 0.4529
H -2.344 -5.167 -0.583 0.4838
H -1.787 -4.093 -1.810 0.3554
H -4.146 -3.636 -1.443 0.4747
H -3.234 -2.269 -0.820 -0.5683
C -8.623 2.698 0.191 -1.2458
C -7.608 1.556 0.023 -0.2865
C -6.720 1.758 -1.177 -0.3559
C -5.828 2.941 -0.921 0.2915
N -5.187 3.842 -0.579 -0.5282
H -8.117 3.625 0.479 0.3265
H -9.411 2.509 0.939 0.3525
H -9.117 2.908 -0.762 0.3210
H -8.097 0.588 -0.134 0.3864
H -6.960 1.548 0.887 0.1292
H -7.384 1.941 -2.034 0.5056
H -6.074 0.897 -1.359 0.1566
C 1.023 -2.813 5.052 -1.4441
C 0.737 -2.566 3.605 0.4655
O 1.758 -3.220 2.779 -0.3212
C 1.473 -4.498 2.541 0.7616
O 0.590 -5.125 3.051 -0.5699
O 2.338 -5.064 1.669 -0.3462
C 3.401 -4.272 1.106 -0.1266
H 1.017 -3.889 5.228 0.4024
H 0.270 -2.293 5.661 0.3290
H 1.992 -2.408 5.327 0.3469
H 0.717 -1.528 3.284 0.0559
H -0.210 -2.975 3.271 0.1471
H 3.029 -3.438 0.538 -0.1172
H 3.933 -4.909 0.407 0.1828
H 4.089 -3.916 1.885 0.2655
C 2.913 4.150 2.695 -0.8815
C 2.070 4.660 1.551 0.6260
O 2.838 5.342 0.534 -0.4087
C 3.097 4.627 -0.537 0.6690
O 2.704 3.549 -0.801 -0.5613
O 3.921 5.375 -1.279 -0.3929
C 4.212 4.815 -2.575 -0.3975
H 3.691 3.466 2.369 0.2972
H 2.235 3.629 3.378 0.0434
H 3.339 4.972 3.264 0.3537
H 1.371 5.389 1.931 0.2385
H 1.519 3.849 1.076 -0.2198
H 3.331 4.983 -3.213 0.2842
H 4.298 3.727 -2.512 0.0440
H 5.106 5.302 -2.920 0.3038
C 2.397 -2.661 -2.276 -0.4700
C 3.258 -3.443 -3.219 -0.7574
O 4.159 -4.275 -2.410 -0.1989
C 4.656 -5.334 -3.105 0.6132
O 4.444 -5.490 -4.270 -0.5318
O 5.284 -6.204 -2.258 -0.3097
C 5.716 -7.373 -3.113 -0.6392
H 2.902 -1.951 -1.629 0.3066
H 1.875 -3.366 -1.633 0.2216
H 1.701 -2.106 -2.909 0.3186
H 3.828 -2.798 -3.904 0.2621
H 2.653 -4.101 -3.851 0.4479
H 6.239 -8.124 -2.524 0.2321
H 6.422 -7.057 -3.876 0.2835
H 4.799 -7.761 -3.538 0.2955
C -0.686 1.023 5.877 -1.3823
C -0.443 2.011 4.748 0.6894
O -1.686 2.712 4.415 -0.3797
C -1.610 3.404 3.266 0.7530
O -0.611 3.595 2.669 -0.3092
O -2.838 3.818 3.017 -0.3986
C -2.875 4.696 1.805 -0.4259
H -1.191 1.434 6.759 0.3906
H 0.283 0.591 6.193 0.3471
H -1.286 0.181 5.490 0.2534
H -0.144 1.462 3.852 -0.5681
H 0.359 2.727 4.933 0.2720
H -2.775 4.058 0.933 0.0339
H -2.120 5.458 1.953 0.3044
H -3.838 5.170 1.747 0.2520
C 1.250 -0.471 0.617 -0.0419
C 0.680 0.891 0.930 0.9758
O -0.685 1.062 0.413 0.2754
C -1.598 0.416 1.156 -0.7949
O -1.374 -0.248 2.118 -0.3589
O -2.828 0.649 0.600 0.8587
C -3.889 0.086 1.456 -0.1486
H 2.285 -0.465 0.956 0.6071
H 1.257 -0.620 -0.466 -0.0891
H 0.696 -1.258 1.117 -0.7427
H 1.294 1.688 0.549 0.0601
H 0.684 1.020 2.010 -0.5080
H -3.650 0.296 2.498 0.3435
H -3.956 -0.989 1.283 -0.0215
H -4.767 0.658 1.167 -0.4341
C -1.132 2.130 -2.433 -0.1319
C -2.633 2.084 -2.475 0.8530
O -2.946 0.671 -2.270 -0.2443
C -1.830 -0.036 -2.486 0.3470
O -1.779 -1.224 -2.586 -0.5312
O -0.746 0.779 -2.693 -0.0779
F -3.150 2.535 -3.650 -0.4075
H -0.723 2.502 -1.504 -0.0912
H -0.738 2.707 -3.278 0.5740
H -3.153 2.584 -1.642 -0.3226
```

Computed properties:
**Gap between HOMO and LUMO**: 0.410 hartree
**Energy above the lowest of the compared OMol25 structures with the same formula, charge and spin**: 0.00 kcal per mole
**2S+1**: 1
**SMILES**: O=C1OC[C@@H](F)O1.CCOC(=O)OC.CCOC(=O)OC.CCOC(=O)OC.CCOC(=O)OC.CCOC(=O)OC.CCCC#N.CCCC#N.CCCC#N
**HOMO**: -10.732 eV

# 2
Density functional theory data (ωB97M-V/def2-TZVPD) for a cluster of 3 separate species, C35H64N4O5 in total.

```
108
Properties=species:S:1:pos:R:3:mulliken_charge:R:1
N 3.464 1.488 -2.519 -0.3921
C 3.856 0.976 -1.137 -0.7475
C 5.484 1.089 -1.002 -0.4563
C 5.956 2.644 -1.275 -0.4309
C 7.178 2.591 -2.415 -0.3649
O 8.121 3.745 -2.252 -0.5268
C 3.219 -0.484 -0.749 0.4634
N 4.115 -1.278 0.227 -0.2440
C 1.842 -0.169 0.146 -0.7894
C 0.743 0.757 -0.634 -0.5543
C -0.212 -0.051 -1.706 0.1206
C -1.348 1.061 -2.228 0.5974
C -1.516 1.304 -3.843 -0.3765
C -2.585 2.421 -4.443 -0.3854
C -3.484 3.308 -3.378 -0.3604
C -3.351 3.052 -1.762 -0.4657
C -2.295 1.945 -1.174 -0.3440
O 2.763 -1.282 -1.899 -0.3563
C 3.871 -1.725 -2.756 0.0351
C 3.185 -2.433 -4.097 -0.4523
C 3.454 -1.531 -5.476 -0.0040
O 3.207 -0.211 -5.535 -0.4778
H 2.519 1.155 -2.811 0.2663
H 4.211 1.237 -3.204 0.2624
H 3.401 1.768 -0.369 0.1957
H 5.774 0.859 0.133 0.0627
H 6.016 0.302 -1.692 0.3365
H 6.357 3.093 -0.245 0.2603
H 5.095 3.358 -1.620 0.3443
H 6.741 2.538 -3.500 0.1787
H 7.809 1.633 -2.138 0.2615
H 7.585 4.544 -2.537 0.3215
H 3.603 -2.124 0.559 0.3448
H 5.016 -1.545 -0.224 0.3056
H 1.316 -1.206 0.417 0.4958
H 2.195 0.346 1.137 -0.0159
H 1.168 1.706 -1.169 0.2181
H 0.001 1.168 0.207 0.2578
H 0.470 -0.267 -2.661 -0.1776
H -0.694 -1.031 -1.284 0.2482
H -0.818 0.649 -4.553 0.2049
H -2.668 2.552 -5.626 0.2741
H -4.210 4.122 -3.848 0.2936
H -4.019 3.728 -1.042 0.2852
H -2.173 1.753 -0.003 0.2195
H 4.416 -2.619 -2.184 0.2029
H 4.641 -0.895 -3.050 -0.0087
H 2.034 -2.605 -3.913 0.2616
H 3.676 -3.494 -4.337 0.3120
H 3.902 -2.061 -6.446 0.2774
C -5.824 -0.265 -0.761 -1.7250
C -6.478 -0.506 -2.153 2.0199
C -7.232 0.751 -2.682 -1.2280
C -8.588 1.011 -2.037 -0.5469
C -9.448 -0.244 -2.051 -1.2421
C -8.722 -1.453 -1.408 1.5697
N -7.370 -1.705 -2.026 0.2315
O -7.569 -2.232 -3.313 -0.4993
C -8.601 -1.195 0.118 -1.7395
C -9.653 -2.705 -1.482 -1.7167
C -5.251 -0.686 -3.109 -1.7138
H -5.948 -1.126 -0.095 0.3509
H -4.736 -0.132 -0.822 0.3795
H -6.225 0.622 -0.261 0.3251
H -7.404 0.638 -3.762 0.4704
H -6.608 1.644 -2.566 0.2065
H -8.452 1.382 -1.017 0.2696
H -9.101 1.812 -2.584 0.4222
H -10.387 -0.038 -1.524 0.3924
H -9.730 -0.474 -3.087 0.3596
H -8.091 -2.020 0.625 0.3788
H -9.600 -1.103 0.578 0.4102
H -8.088 -0.269 0.376 0.3453
H -9.924 -2.975 -2.506 0.3607
H -10.594 -2.519 -0.951 0.3881
H -9.178 -3.572 -1.009 0.4303
H -4.662 -1.574 -2.840 0.4435
H -4.589 0.184 -3.048 0.3112
H -5.540 -0.773 -4.162 0.3658
C 3.223 -2.559 6.065 -1.8424
C 2.564 -1.374 5.301 2.2064
C 3.043 -1.281 3.821 -1.2039
C 4.436 -0.695 3.626 0.0545
C 4.584 0.620 4.379 -1.4109
C 4.219 0.475 5.879 1.6424
N 2.850 -0.125 6.081 0.2867
O 1.894 0.838 5.718 -0.5141
C 5.314 -0.385 6.567 -1.7765
C 4.370 1.864 6.577 -1.7354
C 1.054 -1.780 5.224 -1.9618
H 3.515 -2.278 7.083 0.3418
H 2.536 -3.403 6.210 0.5204
H 4.103 -2.951 5.547 0.3256
H 2.343 -0.647 3.257 0.1179
H 3.006 -2.269 3.348 0.3819
H 5.194 -1.417 3.945 0.3237
H 4.611 -0.525 2.557 -0.0918
H 5.614 0.979 4.270 0.4295
H 3.949 1.379 3.903 0.3118
H 5.105 -0.522 7.632 0.3792
H 6.299 0.107 6.493 0.4075
H 5.458 -1.367 6.119 0.3534
H 3.725 2.632 6.141 0.3622
H 5.399 2.233 6.485 0.3901
H 4.146 1.788 7.647 0.4355
H 0.606 -1.843 6.225 0.4833
H 0.947 -2.761 4.748 0.4557
H 0.456 -1.086 4.624 0.3305
```

Computed properties:
**Gap between HOMO and LUMO (alpha / beta)**: 0.307 / 0.301 hartree
**2S+1**: 3
**<S²>**: 2.01
**HOMO (alpha / beta)**: -8.438 / -8.439 eV

# 3
Density functional theory data (ωB97M-V/def2-TZVPD) for a cluster of 5 separate species, C35H65BO4 in total.

```
105
Properties=species:S:1:pos:R:3:mulliken_charge:R:1
C 2.777 0.906 -3.054 -0.8210
O 2.316 2.064 -2.343 -0.1163
B 1.769 2.954 -3.231 0.9340
O 2.551 3.874 -3.914 -0.9112
C 0.208 2.902 -3.554 0.3146
C -0.247 3.417 -4.704 -0.5293
C -1.680 3.284 -5.065 -0.1220
O -2.267 4.103 -5.716 -0.5483
C -2.331 2.064 -4.543 0.4564
C -3.372 1.451 -5.230 -0.7502
C -3.933 0.290 -4.709 -0.7863
C -3.482 -0.243 -3.502 -0.2817
C -2.459 0.388 -2.798 -0.7418
C -1.883 1.532 -3.336 0.6344
C -0.775 2.250 -2.645 0.2969
O -0.724 2.332 -1.447 -0.5273
H 2.623 0.032 -2.433 0.2030
H 2.186 0.741 -3.961 0.3490
H 3.825 1.002 -3.321 0.2789
H 2.660 3.603 -4.833 0.3284
H 0.410 3.945 -5.375 0.4234
H -3.721 1.879 -6.155 0.4887
H -4.736 -0.205 -5.234 0.4045
H -3.911 -1.145 -3.092 0.3491
H -2.104 0.015 -1.850 0.6420
C -3.745 -4.949 -0.903 -0.9434
C -4.702 -3.921 -0.306 -0.6212
C -4.131 -2.504 -0.275 -0.0394
C -2.866 -2.342 0.567 -0.1192
C -3.007 -2.751 2.031 -0.2900
C -4.030 -1.920 2.800 -1.4515
H -2.831 -5.041 -0.313 0.0528
H -4.210 -5.935 -0.940 0.4155
H -3.463 -4.673 -1.922 0.2898
H -4.990 -4.232 0.702 0.2953
H -5.623 -3.910 -0.895 0.4111
H -4.902 -1.817 0.083 0.4963
H -3.906 -2.192 -1.300 -0.3975
H -2.550 -1.294 0.523 0.1579
H -2.052 -2.919 0.116 0.2156
H -2.031 -2.642 2.513 0.2209
H -3.265 -3.812 2.104 0.3243
H -3.773 -0.860 2.766 0.2890
H -4.064 -2.223 3.847 0.4331
H -5.035 -2.039 2.392 0.3246
C 3.500 1.729 3.822 -1.2123
C 3.612 0.836 2.589 -0.6333
C 2.949 1.431 1.349 -0.3838
C 1.446 1.667 1.443 0.2940
C 0.606 0.427 1.738 -0.8176
C 0.730 -0.641 0.655 -0.2134
H 2.460 1.878 4.117 0.2906
H 4.021 1.285 4.671 0.3993
H 3.942 2.709 3.633 0.2745
H 3.189 -0.148 2.811 0.1845
H 4.670 0.670 2.369 0.4213
H 3.153 0.786 0.489 0.0163
H 3.431 2.388 1.124 0.5247
H 1.110 2.092 0.491 -0.1973
H 1.236 2.427 2.203 0.2600
H -0.441 0.732 1.813 0.3240
H 0.872 0.001 2.710 0.3294
H 0.440 -0.237 -0.319 -0.1787
H 0.076 -1.488 0.878 -0.0527
H 1.749 -1.024 0.579 0.3808
C 1.399 5.605 -0.956 -1.1655
C 1.842 5.443 0.493 0.4134
C 0.715 5.686 1.496 -0.5553
C 0.130 7.099 1.477 -0.9260
C 1.141 8.218 1.721 -0.4157
C 1.817 8.139 3.087 -1.1912
H 1.072 6.622 -1.176 0.4036
H 2.222 5.374 -1.636 0.3426
H 0.572 4.924 -1.179 0.1606
H 2.686 6.104 0.707 0.4562
H 2.211 4.423 0.628 -0.5817
H 1.080 5.455 2.501 0.4163
H -0.091 4.973 1.299 0.2581
H -0.655 7.158 2.238 0.4393
H -0.368 7.275 0.520 0.3213
H 0.622 9.176 1.638 0.4045
H 1.902 8.215 0.936 0.2405
H 1.077 8.170 3.889 0.2936
H 2.499 8.979 3.229 0.3845
H 2.398 7.223 3.197 0.2693
C 2.239 -8.689 0.067 -1.2147
C 1.314 -8.231 1.191 -0.4905
C 0.229 -7.259 0.729 -0.6572
C 0.748 -5.943 0.151 -0.3791
C 1.644 -5.134 1.089 -0.3888
C 0.940 -4.701 2.371 -1.0298
H 2.794 -7.854 -0.364 0.2864
H 2.969 -9.410 0.437 0.3868
H 1.671 -9.167 -0.733 0.2913
H 1.906 -7.781 1.992 0.2333
H 0.828 -9.108 1.628 0.3879
H -0.440 -7.051 1.569 0.3297
H -0.388 -7.751 -0.030 0.4247
H -0.112 -5.327 -0.134 0.0170
H 1.294 -6.140 -0.777 0.3804
H 1.985 -4.243 0.555 0.3078
H 2.544 -5.703 1.338 0.3150
H 0.053 -4.106 2.140 0.0318
H 1.603 -4.088 2.984 0.3667
H 0.630 -5.555 2.974 0.3905
```

Computed properties:
**Gap between HOMO and LUMO**: 0.320 hartree
**2S+1**: 1
**SMILES**: COB(O)C1=CC(=O)c2ccccc2C1=O.CCCCCC.CCCCCC.CCCCCC.CCCCCC
**HOMO**: -9.806 eV